C30H33CdCl5N5O3S | wB97M-V/def2-TZVPD

Its HOMO energy is -0.1686 hartree. The relative energy (zero: lowest compared OMol25 entry of this formula, charge and spin) is 0.0 kJ/mol. As for the HOMO-LUMO gap: 6.73 eV. As for the LUMO energy: 2.1 eV.

Structure (ORCA input):
```
! wB97M-V def2-TZVPD RIJCOSX def2/J DEFGRID3
* xyz -1 1
Cd 0.0787 -0.1813 0.6747
C -0.8618 0.7732 -3.1240
N -0.3701 1.5082 -1.9817
C 1.0420 1.8197 -2.1030
C 1.9203 0.5603 -2.0749
C 2.9136 0.5185 -0.9155
N 2.2899 0.0681 0.3068
C 2.9511 0.2414 1.3946
C 2.6623 -0.3018 2.6779
C 3.4824 0.0795 3.7521
C 3.3419 -0.4561 5.0064
C 2.3581 -1.4277 5.2237
C 1.5269 -1.8095 4.2101
C 1.6103 -1.2554 2.8964
O 0.7858 -1.6353 2.0043
C -1.1711 2.6941 -1.7337
C -1.2260 3.0479 -0.2503
C -2.2354 2.1743 0.4893
N -1.9558 0.7709 0.3117
C -2.9326 -0.0425 0.4827
C -2.9079 -1.4543 0.3002
C -4.0627 -2.1650 0.6612
C -4.1662 -3.5185 0.4908
C -3.0773 -4.2176 -0.0406
C -1.9340 -3.5647 -0.4007
C -1.7827 -2.1506 -0.2665
O -0.7342 -1.5742 -0.6992
H -0.7446 1.3390 -4.0689
H -1.9162 0.5487 -2.9728
H -0.3288 -0.1697 -3.2111
H 1.3142 2.4767 -1.2733
H 1.2359 2.3868 -3.0409
H 2.4716 0.4749 -3.0164
H 1.2839 -0.3169 -1.9587
H 3.4072 1.4954 -0.7774
H 3.6972 -0.2138 -1.1740
H 3.8900 0.8215 1.3456
H 4.2459 0.8274 3.5689
H 3.9849 -0.1427 5.8174
H 2.2457 -1.8709 6.2063
H 0.7508 -2.5445 4.3765
H -2.1925 2.4938 -2.0704
H -0.7964 3.5566 -2.3162
H -1.5247 4.0930 -0.1339
H -0.2464 2.9105 0.2067
H -3.2560 2.4101 0.1373
H -2.1936 2.4277 1.5585
H -3.9145 0.3620 0.7871
H -4.8877 -1.6088 1.0914
H -5.0659 -4.0423 0.7786
H -3.1464 -5.2933 -0.1517
H -1.0857 -4.1143 -0.7805
Cl -2.5013 4.0420 6.4470
C -1.5975 3.3047 5.1815
C -1.8462 1.9856 4.8079
Cl -3.0545 1.1007 5.6465
C -1.1434 1.3913 3.7786
Cl -1.4776 -0.2242 3.2725
C -0.1395 2.0921 3.0380
O 0.4853 1.6183 2.0578
C 0.0949 3.4270 3.4870
Cl 1.3012 4.2926 2.6256
C -0.6081 4.0190 4.5122
Cl -0.2841 5.6513 4.9529
C 0.3747 -4.2286 -3.8694
N 1.6093 -3.5395 -4.1419
C 2.4480 -3.1420 -3.1566
S 2.3298 -3.6479 -1.5913
N 3.4668 -2.2966 -3.5120
C 4.1102 -2.3073 -4.8070
H 0.2726 -5.0808 -4.5430
H -0.4908 -3.5709 -3.9791
H 0.4151 -4.5747 -2.8384
H 1.6701 -3.0666 -5.0317
H 4.0728 -2.1097 -2.7255
H 4.4875 -3.3030 -5.0724
H 4.9494 -1.6158 -4.7829
H 3.4210 -1.9778 -5.5867
*
```

These are the Mulliken partial charges, in e, on atoms 1 to 5:
1. Cd 3.4476
2. C -1.3081
3. N 1.0657
4. C -1.2431
5. C 0.3922